ORCA calculation (wB97M-V/def2-TZVPD) on a single C26H33N3O5S molecule.

Each line ends with the Mulliken charge.
Element x y z (Å)
C1 2.0973 -2.6590 -4.4856  -0.597
O1 0.8450 -3.3102 -4.5146  -0.462
C2 -0.1681 -2.8061 -3.7657  0.584
C3 -1.3758 -3.5070 -3.8222  -0.716
C4 -2.4608 -3.0680 -3.0944  -0.618
C5 -2.3761 -1.9442 -2.2884  -1.006
C6 -1.1747 -1.2504 -2.2204  0.019
N1 -0.9875 -0.1402 -1.3867  0.405
C7 -1.8895 0.4904 -0.5798  -0.530
O2 -3.0722 0.2344 -0.5378  -0.704
C8 -1.2253 1.5374 0.3102  3.616
C9 -2.1745 1.9652 1.4272  -1.767
C10 -1.5019 3.0324 2.2786  -0.660
C11 -1.2071 4.3094 1.4749  0.633
C12 0.1536 4.8993 1.8860  -1.615
N2 1.2813 4.0934 1.4545  -0.135
S1 2.1823 3.2306 2.5718  1.411
O3 3.5599 3.5808 2.3720  -0.783
O4 1.6016 3.3697 3.8754  -0.659
C13 1.9502 1.5571 1.9911  0.113
C14 2.4203 1.2444 0.7308  -0.991
C15 2.2038 -0.0139 0.1867  -1.111
C16 1.5084 -0.9423 0.9488  0.529
C17 1.0740 -0.6311 2.2436  0.578
C18 1.2903 0.6215 2.7746  -0.172
C19 0.4090 -1.8321 2.8432  -1.439
C20 0.1922 -2.7482 1.6226  -0.336
C21 -1.2494 -2.6420 1.1249  -1.040
N3 1.1321 -2.2428 0.6144  0.448
C22 1.6298 -2.9397 -0.4492  0.970
C23 1.1698 -4.3679 -0.5982  -1.596
O5 2.4161 -2.4364 -1.2274  -0.681
C24 -1.3282 4.0663 -0.0359  -1.727
C25 -0.7127 2.7481 -0.5021  -0.438
C26 -0.0765 -1.6745 -2.9675  0.169
H1 2.7539 -3.2615 -5.1109  0.262
H2 2.0282 -1.6496 -4.9039  0.315
H3 2.4997 -2.6106 -3.4703  0.166
H4 -1.4325 -4.3838 -4.4467  0.472
H5 -3.3930 -3.6100 -3.1473  0.384
H6 -3.2255 -1.6071 -1.7208  0.527
H7 -0.0354 0.1997 -1.3517  0.035
H8 -0.3659 1.0512 0.7789  -2.149
H9 -3.1100 2.3303 1.0042  0.388
H10 -2.4163 1.0957 2.0414  0.556
H11 -2.1304 3.2732 3.1368  0.397
H12 -0.5615 2.6340 2.6630  0.012
H13 -1.9473 5.0739 1.7360  0.421
H14 0.1874 4.9598 2.9782  0.463
H15 0.2516 5.9099 1.4816  0.503
H16 1.9017 4.5535 0.8105  0.320
H17 2.9637 1.9953 0.1806  0.448
H18 2.5795 -0.2713 -0.7888  0.608
H19 0.9635 0.8948 3.7652  0.538
H20 -0.5317 -1.5877 3.3337  0.463
H21 1.0676 -2.2927 3.5836  0.319
H22 0.4280 -3.7894 1.8547  0.606
H23 -1.3841 -3.1359 0.1668  0.193
H24 -1.9201 -3.1019 1.8459  0.496
H25 -1.5321 -1.5994 1.0050  0.103
H26 1.4554 -4.9583 0.2699  0.439
H27 0.0921 -4.4208 -0.7243  0.265
H28 1.6464 -4.7852 -1.4813  0.408
H29 -2.3854 4.0731 -0.3060  0.466
H30 -0.8514 4.8891 -0.5725  0.570
H31 -0.9504 2.6170 -1.5613  0.518
H32 0.3712 2.8107 -0.4047  0.415
H33 0.8464 -1.1203 -2.9009  0.377

Calculated values
- total energy (a.u.) = -1949.26672
- Kohn-Sham gap (eV) = 8.686
- net charge = 0
- energy relative to the best compared isomer or geometry (same formula, charge and spin) (kJ/mol) = 56.5
- HOMO (eV) = -8.2012